Record 1
C48H42CaCl5N4O6P | wB97M-V/def2-TZVPD

Positions of all 107 atoms, in Å:
Ca 0.7374 -0.3608 0.1863
Cl 1.7234 -3.3429 -2.4256
C 3.3891 -3.4460 -1.9333
C 3.8335 -2.5098 -1.0061
C 5.1651 -2.6953 -0.6403
Cl 5.8556 -1.5927 0.5167
C 5.9847 -3.7148 -1.1149
Cl 7.6141 -3.9258 -0.5570
C 5.4752 -4.6062 -2.0500
Cl 6.4438 -5.9047 -2.6503
C 4.1609 -4.4645 -2.4756
Cl 3.5334 -5.5646 -3.6602
N -8.4555 -5.6467 2.5050
C -7.4854 -5.0929 2.2191
C -6.3117 -4.4077 1.8782
C -6.2220 -3.0249 2.0968
C -5.0740 -2.3491 1.7571
C -3.9742 -3.0196 1.2076
C -4.0647 -4.4015 1.0152
C -5.2134 -5.0887 1.3333
C -2.7678 -2.2651 0.8451
C -2.2436 -1.4428 1.8521
C -2.6643 -1.4503 3.2164
C -1.9072 -0.5033 3.8607
C -1.0548 0.0432 2.8804
N -1.2429 -0.5113 1.6918
C -2.2941 -2.4051 -0.4632
C -2.9344 -3.1673 -1.4892
C -2.1843 -2.9989 -2.6221
C -1.1303 -2.1350 -2.2578
N -1.1834 -1.7796 -0.9874
H -7.0573 -2.4993 2.5406
H -5.0126 -1.2799 1.9011
H -3.2118 -4.9300 0.6163
H -5.2731 -6.1572 1.1770
H -3.3882 -2.1138 3.6560
H -1.9471 -0.2345 4.9023
H -0.3140 0.8083 3.0238
H -3.8371 -3.7408 -1.3802
H -2.3515 -3.4316 -3.5910
H -0.3681 -1.7616 -2.9131
O -0.3680 1.6738 -0.6115
C -0.3119 2.9849 -0.0512
C 0.7125 2.9813 1.2106
O 1.0245 4.0745 1.6609
O 0.9921 1.8371 1.5828
C 0.2069 4.0103 -0.9959
C -0.2264 5.3297 -0.8717
C 0.2847 6.3283 -1.6759
C 1.2639 6.0360 -2.6101
C 1.7460 4.7383 -2.7017
C 1.2314 3.7342 -1.8994
C -1.6931 3.3140 0.4787
C -1.9920 3.2761 1.8335
C -3.2765 3.5398 2.2762
C -4.2781 3.8398 1.3692
C -3.9929 3.8586 0.0124
C -2.7117 3.5874 -0.4273
H -0.6756 1.1194 0.1244
H -0.9691 5.5711 -0.1285
H -0.0874 7.3391 -1.5717
H 1.6557 6.8164 -3.2508
H 2.5309 4.5107 -3.4127
H 1.6346 2.7328 -1.9595
H -1.2126 3.0638 2.5470
H -3.4910 3.5148 3.3363
H -5.2791 4.0578 1.7176
H -4.7710 4.0913 -0.7037
H -2.4735 3.6031 -1.4820
C -0.3844 3.6334 -5.0883
O -1.1398 2.5193 -4.6886
P -0.4975 1.4413 -3.6068
O 0.4611 0.6745 -4.6992
C 1.5631 -0.0995 -4.2722
O -1.7682 0.4281 -3.6951
C -2.8118 0.5445 -2.7503
H -0.9588 4.1540 -5.8556
H 0.5732 3.3279 -5.5148
H -0.1947 4.3050 -4.2496
H 1.4081 -1.1413 -4.5572
H 1.6940 -0.0529 -3.1859
H 2.4683 0.2686 -4.7640
H -3.6052 -0.1297 -3.0760
H -3.2077 1.5621 -2.7172
H -2.4774 0.2574 -1.7487
C 4.1773 -1.9453 4.4772
N 2.9367 -2.1411 3.7592
C 3.0980 -3.0357 2.6282
C 2.2936 -0.8854 3.3561
C 3.0897 -0.0048 2.4136
C 4.0510 0.8412 2.9627
C 4.8496 1.6303 2.1566
C 4.6782 1.5785 0.7870
C 3.6913 0.7682 0.2463
C 2.8737 -0.0384 1.0336
H 4.5067 -2.9073 4.8792
H 3.9907 -1.2724 5.3154
H 4.9897 -1.5281 3.8631
H 3.6572 -3.9145 2.9482
H 3.6245 -2.5681 1.7890
H 2.1071 -3.3462 2.2865
H 2.0686 -0.3325 4.2761
H 1.3435 -1.1657 2.8863
H 4.1504 0.9027 4.0425
H 5.6049 2.2724 2.5955
H 5.2946 2.1941 0.1416
H 3.5827 0.7509 -0.8338

Total charge: -2
Energy above the lowest of the compared OMol25 structures with the same formula, charge and spin: 335.9 kJ/mol
Max |F|: 1.65 eV/A
DFT total energy: -5844.79340 Eh
Orbital gap: 4.98 eV


Record 2
C48H42Cl2N6O2P2S3Ta | wB97M-V/def2-TZVPD

Positions of all 106 atoms, in Å:
Ta -0.4751 0.2520 0.3921
Cl -0.6054 -5.9101 -2.8752
C -0.0231 -4.3804 -2.3169
C -0.6608 -3.7803 -1.2399
C -0.2200 -2.5484 -0.7961
N -0.7512 -1.8325 0.3053
C -1.0102 -2.5848 1.4275
O -1.7417 -3.5451 1.5103
C -0.1434 -2.1503 2.5731
C 0.0719 -2.9980 3.6426
C 0.9948 -2.6305 4.6043
C 1.6538 -1.4246 4.4479
C 1.3551 -0.6228 3.3589
N 0.4729 -0.9704 2.4176
C 0.8617 -1.9025 -1.3945
C 1.5002 -2.5148 -2.4645
C 1.0498 -3.7458 -2.9240
Cl 1.8626 -4.4664 -4.2687
N 1.0729 -0.5876 -0.9097
C 2.0447 0.1548 -1.5193
O 3.0979 -0.2397 -1.9770
C 1.6264 1.5809 -1.7272
C 2.4359 2.4404 -2.4485
C 1.9881 3.7249 -2.6933
C 0.7482 4.0932 -2.1930
C 0.0145 3.1744 -1.4651
N 0.4328 1.9268 -1.2439
H -1.4835 -4.2819 -0.7535
H -0.4803 -3.9262 3.6802
H 1.1993 -3.2726 5.4508
H 2.3992 -1.0901 5.1560
H 1.8595 0.3192 3.2232
H 2.3500 -2.0593 -2.9454
H 3.3886 2.0688 -2.7981
H 2.5893 4.4239 -3.2593
H 0.3462 5.0850 -2.3488
H -0.9324 3.4559 -1.0260
S 1.4034 1.8697 1.4073
P -0.1548 2.6597 2.4006
C -1.5127 1.6062 2.0398
P -2.3229 0.0660 2.4115
S -2.2136 1.9051 0.4344
C -2.1792 -0.5988 4.1005
C -1.3333 -0.1100 5.0851
C -1.2823 -0.7183 6.3349
C -2.0679 -1.8260 6.6021
C -2.9103 -2.3302 5.6163
C -2.9675 -1.7241 4.3763
C -4.1139 0.3314 2.2815
C -4.8979 -0.6792 1.7418
C -6.2777 -0.5279 1.6729
C -6.8710 0.6348 2.1408
C -6.0875 1.6447 2.6895
C -4.7139 1.4900 2.7652
C -0.5257 4.3266 1.8146
C -1.8147 4.8453 1.9217
C -2.0642 6.1540 1.5431
C -1.0290 6.9470 1.0627
C 0.2549 6.4326 0.9617
C 0.5104 5.1214 1.3371
C 0.1751 2.8658 4.1569
C -0.8425 3.3510 4.9799
C -0.6005 3.5514 6.3261
C 0.6575 3.2783 6.8542
C 1.6745 2.8174 6.0336
C 1.4366 2.6135 4.6795
H -0.7032 0.7450 4.8960
H -0.6226 -0.3175 7.0943
H -2.0288 -2.2979 7.5753
H -3.5249 -3.1980 5.8170
H -3.6248 -2.1305 3.6171
H -4.4284 -1.5851 1.3774
H -6.8884 -1.3250 1.2667
H -7.9458 0.7507 2.0935
H -6.5504 2.5495 3.0616
H -4.0985 2.2744 3.1911
H -2.6252 4.2208 2.2783
H -3.0658 6.5560 1.6197
H -1.2268 7.9693 0.7681
H 1.0614 7.0504 0.5893
H 1.5101 4.7146 1.2432
H -1.8255 3.5580 4.5713
H -1.3915 3.9197 6.9659
H 0.8443 3.4357 7.9083
H 2.6567 2.6191 6.4416
H 2.2324 2.2604 4.0348
C -3.5220 2.5980 -4.2963
C -3.3194 2.4522 -2.7971
N -3.9739 1.2572 -2.2759
C -3.3773 0.1287 -1.8857
S -1.6689 -0.0862 -2.0264
N -4.1672 -0.8474 -1.4461
C -3.7730 -2.2478 -1.2528
C -3.6763 -3.0099 -2.5638
H -3.0520 3.5155 -4.6507
H -4.5818 2.6450 -4.5525
H -3.0749 1.7550 -4.8232
H -3.7157 3.3130 -2.2547
H -2.2615 2.3593 -2.5660
H -4.9840 1.2678 -2.2913
H -5.1560 -0.6490 -1.3874
H -4.5342 -2.6889 -0.6093
H -2.8312 -2.2638 -0.7087
H -4.6156 -2.9624 -3.1173
H -3.4479 -4.0578 -2.3695
H -2.8762 -2.6038 -3.1826

Total charge: +1
Energy above the lowest of the compared OMol25 structures with the same formula, charge and spin: 238.3 kJ/mol
Max |F|: 0.73 eV/A
DFT total energy: -5188.05546 Eh
Orbital gap: 6.79 eV


Record 3
C48H43Cl2MnN6O2P2 | wB97M-V/def2-TZVPD

Positions of all 104 atoms, in Å:
Mn -1.0502 1.6417 -1.0889
C 1.1558 4.6416 1.6533
C 0.1391 5.1558 2.4308
C -1.1951 4.7805 2.2109
C -1.4975 4.0073 1.1140
N -0.5406 3.5576 0.2481
C 0.7586 3.8802 0.5496
C -2.8680 3.5891 0.8284
C -3.9768 4.0972 1.4801
C -5.2398 3.6036 1.2071
C -5.3340 2.6619 0.2159
C -4.1873 2.1330 -0.3334
N -2.9438 2.5546 -0.0770
H 2.1568 4.7716 1.8676
H 0.3486 5.6029 3.3930
H -1.9438 5.0037 2.9382
H 1.4957 3.3612 -0.0606
H -3.8574 4.9497 2.1967
H -6.0866 4.0129 1.7351
H -6.2811 2.2913 -0.1414
H -4.2610 1.2954 -0.9793
N -1.0784 -1.6034 0.7120
P -1.4873 -1.1831 -0.8593
C -3.2924 -1.4766 -1.1140
C -3.7034 -1.7495 -2.3868
C -5.0954 -2.0931 -2.6030
C -6.0255 -2.0625 -1.6432
C -5.6488 -1.6478 -0.3413
C -4.3169 -1.3152 -0.1790
C -0.6511 -2.4346 -1.8610
C 0.2175 -1.9999 -2.8897
C 1.0068 -2.9125 -3.5807
C 0.9925 -4.2485 -3.2118
C 0.0970 -4.6644 -2.2503
C -0.7651 -3.8133 -1.6163
P -1.0933 -0.4049 1.9757
C 0.3344 -0.8405 3.0225
C 1.4278 -1.2549 2.3490
C 2.5211 -1.6985 3.0113
C 2.5581 -1.6549 4.3899
C 1.4770 -1.2358 5.1341
C 0.3335 -0.9387 4.4656
C -2.4132 -0.6498 3.1757
C -3.2112 0.4578 3.3935
C -4.1442 0.4921 4.4306
C -4.1952 -0.5858 5.2696
C -3.3886 -1.7015 5.0820
C -2.5394 -1.7871 3.9574
H -1.0193 -2.5953 0.9189
H -3.0177 -1.8573 -3.2032
H -5.3563 -2.4260 -3.5841
H -7.0461 -2.3938 -1.8776
H -6.3597 -1.5156 0.4606
H -4.0443 -0.9862 0.7984
H 0.2385 -0.9584 -3.0845
H 1.7643 -2.4991 -4.2569
H 1.5806 -5.0029 -3.7179
H 0.0817 -5.7282 -1.9582
H -1.5074 -4.2045 -0.9230
H 1.5641 -1.1487 1.2405
H 3.3986 -1.9425 2.4968
H 3.5109 -1.8112 4.9501
H 1.6214 -1.1639 6.2335
H -0.5704 -0.7524 5.0523
H -3.0088 1.2677 2.7307
H -4.6992 1.3939 4.5179
H -4.8333 -0.5097 6.1832
H -3.4522 -2.5058 5.8058
H -1.8138 -2.6652 3.8311
N -2.0387 4.0037 -3.3759
N -2.0965 2.5463 -3.1387
H -2.1282 4.2774 -4.3949
H -1.0692 4.2478 -3.1516
H -1.7208 2.1062 -3.9928
H -3.0556 2.3006 -3.1194
Cl 7.5617 -1.0958 -2.5822
C 6.3034 -2.2572 -2.1333
C 6.4859 -3.5201 -2.6804
C 5.6320 -4.5696 -2.3372
C 4.4722 -4.2804 -1.6250
C 4.2840 -2.9760 -1.1576
Cl 2.7627 -2.8051 -0.2703
C 5.1964 -1.9301 -1.3041
N 5.0255 -0.7084 -0.6430
C 5.0162 0.6431 -1.0869
C 6.1024 1.5060 -0.7718
C 6.0856 2.8498 -1.1661
C 4.9571 3.3831 -1.7460
C 3.9202 2.5514 -2.0335
C 3.9406 1.1655 -1.7462
C 2.7423 0.3501 -2.2433
C 1.4995 0.9324 -1.6335
O 1.3171 0.9267 -0.3854
O 0.5276 1.2941 -2.4351
H 7.3392 -3.8117 -3.3004
H 5.8332 -5.5354 -2.8298
H 3.7101 -5.0676 -1.4874
H 4.4182 -0.8590 0.1662
H 7.0310 1.0727 -0.5091
H 6.9140 3.5524 -0.9680
H 4.8853 4.4509 -1.9847
H 2.9677 3.0077 -2.4916
H 2.7955 -0.7100 -1.9427
H 2.6429 0.3776 -3.3335

Total charge: +1
Multiplicity: 6
Expectation value of S²: 8.7531
Max |F|: 3.34 eV/A
DFT total energy: -5087.89983 Eh
Orbital gap (alpha / beta): 7.25 / 7.16 eV


Record 4
C48H44BrGdN5O9P2S | wB97M-V/def2-TZVPD

Positions of all 111 atoms, in Å:
Gd -0.5589 0.2852 -0.2915
O 0.3763 0.0132 1.8852
P 1.8016 0.1804 2.4431
C 3.0600 0.8713 1.2709
P 2.5383 2.0578 0.0461
O 1.0500 1.8844 -0.2782
C 3.5711 1.6652 -1.3467
C 2.9451 1.5223 -2.5833
C 3.6870 1.1145 -3.6854
C 4.9907 0.6842 -3.5278
C 5.5685 0.6797 -2.2361
C 4.8812 1.2901 -1.2001
C 2.7954 3.7488 0.5787
C 4.0557 4.1751 0.9402
C 4.1675 5.5109 1.3106
C 3.1441 6.4114 1.2600
C 1.9285 5.9974 0.6833
C 1.6941 4.6598 0.4411
C 2.4372 -1.2987 3.1832
C 3.5903 -1.9892 2.7301
C 3.8896 -3.2072 3.2837
C 3.0734 -3.7596 4.2813
C 1.9415 -3.0675 4.7180
C 1.6737 -1.7979 4.1838
C 1.7376 1.3932 3.8227
C 0.5030 2.0029 4.0562
C 0.2657 2.5072 5.3256
C 1.1779 2.4528 6.3939
C 2.4401 2.0108 6.0863
C 2.7746 1.5416 4.8040
H 3.4440 0.0225 0.7355
H 3.9361 1.1680 1.9162
H 1.8594 1.6909 -2.6475
H 3.2722 1.0919 -4.6763
H 5.5001 0.3407 -4.4481
H 6.5721 0.2364 -2.0657
H 5.3861 1.4094 -0.2202
H 4.9686 3.5648 0.8923
H 5.1853 5.8520 1.5927
H 3.3831 7.4029 1.6289
H 1.1568 6.7894 0.5669
H 0.7090 4.2977 0.1558
H 4.3904 -1.4887 2.1487
H 4.7516 -3.7570 2.9292
H 3.3694 -4.7130 4.7343
H 1.3665 -3.3977 5.5998
H 0.8656 -1.1980 4.5426
H -0.2856 2.0857 3.3294
H -0.6979 2.9281 5.4786
H 0.8884 2.8228 7.3909
H 3.2374 2.1101 6.8372
H 3.8254 1.2684 4.6165
O -1.0767 -1.9088 0.6512
C -0.5431 -3.0063 0.5117
C 0.5509 -3.3509 -0.3363
C 0.8672 -4.6659 -0.5670
C 1.9764 -4.9695 -1.3499
C 2.8718 -4.0453 -1.8205
C 2.6302 -2.7387 -1.6222
C 1.4493 -2.3275 -0.8594
O 1.2685 -1.0525 -0.6858
N 2.4110 -6.3236 -1.2945
O 1.7730 -7.1080 -0.5533
O 3.4774 -6.5877 -1.9391
H -0.9053 -3.9145 0.9973
H 0.3085 -5.4604 -0.1198
H 3.7790 -4.4145 -2.2994
H 3.2599 -1.9054 -1.9892
C -3.6879 1.7533 2.4442
C -3.5118 0.5425 1.5965
O -2.5392 0.5088 0.8321
N -4.4025 -0.4573 1.7321
C -4.3084 -1.7759 1.0383
C -5.5769 -2.0494 0.2666
C -6.8893 -1.7362 0.7367
C -7.9753 -2.1395 -0.0155
C -7.7666 -2.8478 -1.1684
C -6.4258 -3.0981 -1.5495
N -5.3446 -2.7766 -0.8135
H -4.6058 1.6740 3.0462
H -3.7281 2.6227 1.7548
H -2.9268 1.8704 3.1862
H -5.1166 -0.3498 2.4682
H -4.0816 -2.5980 1.7694
H -3.4902 -1.7802 0.3315
H -7.0696 -1.2371 1.6692
H -9.0004 -1.8138 0.2727
H -8.5491 -3.1195 -1.8515
H -6.2048 -3.5908 -2.5209
N -3.9918 1.8780 -2.1446
C -3.3422 3.0626 -1.9382
N -4.0057 4.1738 -2.4726
S -1.9823 3.2469 -1.0109
H -4.9418 1.7915 -2.5076
H -3.7607 1.1195 -1.5121
H -4.5508 4.0089 -3.3342
H -3.5413 5.0680 -2.4553
Br -2.1143 1.8818 -7.7052
C -1.8106 0.3269 -6.6808
C -2.4196 -0.9141 -7.0579
C -2.4819 -1.9531 -6.1282
C -2.0533 -1.8041 -4.8324
C -1.4415 -0.6066 -4.4413
C -1.1644 0.4139 -5.4662
C -1.1858 -0.1654 -3.0214
O -0.6082 0.9459 -2.8056
O -1.6391 -0.9472 -2.0412
H -2.8021 -1.0020 -8.0916
H -2.7330 -2.9685 -6.4551
H -2.1113 -2.7303 -4.2281
H -0.4996 1.2839 -5.2353

Total charge: +1
Multiplicity: 8
Energy above the lowest of the compared OMol25 structures with the same formula, charge and spin: 0.0 kJ/mol
Expectation value of S²: 15.8309
Max |F|: 3.38 eV/A
DFT total energy: -7227.01480 Eh
Orbital gap (alpha / beta): 7.16 / 8.29 eV